--- A ---
Formula: C4H9NO4
Source: OMol25
Level of theory: ωB97M-V with the def2-TZVPD basis set

Output
- SMILES: NOC(O)(O)CO.C#C
- HOMO: -9.2 eV

```
! RIJCOSX wB97M-V def2-TZVPD def2/J DEFGRID3
* xyz 0 1
N 0.479 -0.949 1.770
O 0.624 0.059 0.775
C -0.136 -0.229 -0.589
O -1.438 -0.508 -0.228
O 0.055 0.873 -1.314
C 0.523 -1.455 -1.224
O 0.178 -1.558 -2.584
H -0.468 -1.316 1.673
H 1.143 -1.680 1.524
H -1.887 0.327 -0.035
H -0.159 1.710 -0.671
H 0.173 -2.364 -0.736
H 1.606 -1.351 -1.081
H 0.301 -0.685 -2.980
C 0.019 1.724 1.573
C -0.440 2.535 0.735
H 0.356 1.385 2.531
H -0.929 3.483 0.860
*
```

--- B ---
Formula: C4H9NO4
Source: OMol25
Level of theory: ωB97M-V with the def2-TZVPD basis set

Output
- SMILES: NC(=O)CCOC=O.O
- HOMO: -9.8 eV

```
! RIJCOSX wB97M-V def2-TZVPD def2/J DEFGRID3
* xyz 0 1
N -0.579 3.438 -0.560
C -0.211 2.207 -0.452
O -0.094 1.584 -1.515
C 0.162 1.597 0.894
C 0.930 0.256 0.815
O 0.077 -0.798 0.268
C 0.147 -2.069 0.657
O -0.390 -2.955 -0.007
H -0.669 4.007 0.285
H -0.870 3.817 -1.465
H -0.710 1.255 1.484
H 0.704 2.349 1.499
H 1.241 -0.172 1.787
H 1.838 0.375 0.193
H 0.623 -2.099 1.657
O -0.605 -4.090 -2.184
H -0.623 -3.707 -1.278
H -0.970 -4.997 -2.077
*
```

--- C ---
Formula: C4H9NO4
Source: OMol25
Level of theory: ωB97M-V with the def2-TZVPD basis set

Output
- HOMO: -6.5 eV

```
! RIJCOSX wB97M-V def2-TZVPD def2/J DEFGRID3
* xyz 0 1
C 0.254 -1.595 -0.292
C 0.327 -0.213 -0.851
O 1.260 -2.102 0.385
O -0.569 -2.453 -0.836
O -0.532 -0.170 -1.966
H 1.893 -1.380 0.577
H -0.968 -1.991 -1.609
H -1.089 0.623 -1.790
H 1.342 0.062 -1.142
C -0.124 0.711 0.400
N -1.176 1.574 -0.077
C 0.939 1.227 1.186
O -0.889 -0.552 1.126
H -0.551 -0.659 2.028
H -2.057 1.347 0.368
H -0.935 2.553 0.011
H 0.972 2.296 1.349
H 1.904 0.720 1.132
*
```

--- D ---
Formula: C4H9NO4
Source: OMol25
Level of theory: ωB97M-V with the def2-TZVPD basis set

Output
- SMILES: O=C(O)CCO.C=NO
- HOMO: -9.7 eV

```
! RIJCOSX wB97M-V def2-TZVPD def2/J DEFGRID3
* xyz 0 1
O -0.292 -1.633 2.541
C -0.840 -1.609 1.470
O -1.777 -2.515 1.162
C -0.362 -0.703 0.293
C -0.616 0.661 0.903
O 0.240 1.070 1.911
H -2.080 -2.463 0.244
H -0.944 -0.855 -0.607
H 0.697 -0.851 0.105
H -1.665 0.832 1.177
H -0.289 1.439 -0.009
H 0.565 0.304 2.411
C 1.277 1.742 -1.340
N 1.439 0.523 -1.733
O 0.736 0.214 -2.909
H 1.891 2.004 -0.491
H 1.048 2.548 -2.037
H 0.971 -0.707 -3.090
*
```

Q: Which of them is the most stable? A: B.

--- A ---
Formula: CH6NO4P2
Source: OMol25
Level of theory: ωB97M-V with the def2-TZVPD basis set

Output
- SMILES: N[C@@H](P(O)O)[P@H](=O)[O-]
- HOMO: -4.2 eV

```
! RIJCOSX wB97M-V def2-TZVPD def2/J DEFGRID3
* xyz -1 1
N 0.345 1.751 0.271
C 0.553 0.525 -0.315
P 1.166 -0.675 1.155
O -0.322 -0.647 1.860
O 1.290 -2.121 0.295
P -1.094 -0.074 -0.949
O -2.283 0.132 -0.097
O -0.589 -1.443 -1.417
H -0.015 1.662 1.217
H 1.257 2.225 0.408
H 1.354 0.551 -1.196
H -1.137 -0.611 1.391
H 0.713 -1.955 -0.499
H -1.239 0.681 -2.124
*
```

--- B ---
Formula: CH6NO4P2
Source: OMol25
Level of theory: ωB97M-V with the def2-TZVPD basis set

Output
- SMILES: NC[P@@]([O-])(O)=P(=O)O
- HOMO: -3.4 eV

```
! RIJCOSX wB97M-V def2-TZVPD def2/J DEFGRID3
* xyz -1 1
N -1.540 1.274 -0.247
C -0.982 -0.111 -0.046
P 0.868 0.047 0.290
O 1.348 1.315 -0.377
O 0.799 0.283 1.938
P 2.351 -1.664 -0.070
O 2.081 -2.563 1.100
O 3.550 -0.666 0.506
H -0.755 1.839 0.148
H -1.428 1.513 -1.277
H -1.374 -0.378 1.020
H -1.448 -0.791 -0.686
H 0.979 -0.562 2.462
H 3.384 0.053 -0.134
*
```

Q: Which of them is the most stable? A: A.

--- A ---
Formula: C6H11N5
Source: OMol25
Level of theory: ωB97M-V with the def2-TZVPD basis set

Output
- HOMO (spin up / spin down): -15.6 / -15.6 eV

```
! RIJCOSX wB97M-V def2-TZVPD def2/J DEFGRID3
* xyz 2 1
C -1.356 -2.102 0.025
C -2.579 -0.375 -0.237
C -0.635 -0.965 0.452
C 1.645 -0.164 -0.517
C 0.828 -0.728 0.796
C -1.573 2.938 0.168
N 1.081 -0.381 -1.602
N 2.640 0.475 -0.079
N -2.595 -1.718 -0.211
N 3.782 0.386 0.374
N -1.478 0.094 0.211
H -0.784 -3.081 -0.087
H -3.464 0.342 -0.324
H 0.971 0.070 1.581
H 1.313 -1.647 1.035
H -1.743 3.688 -0.551
H -2.335 2.214 0.567
H -0.581 2.832 0.584
H 1.462 -0.223 -2.550
H -3.268 -2.370 -0.626
H 4.312 1.223 0.610
H 4.357 -0.509 0.379
*
```

--- B ---
Formula: C6H11N5
Source: OMol25
Level of theory: ωB97M-V with the def2-TZVPD basis set

Output
- SMILES: C[N@@H+]1\C=C/N=C(N)/[NH+]=C\N=C\1
- HOMO: -17.6 eV

```
! RIJCOSX wB97M-V def2-TZVPD def2/J DEFGRID3
* xyz 2 1
C -2.595 -1.286 -0.892
N -1.511 -0.790 0.004
C -1.777 0.603 0.441
C -0.763 1.467 0.446
N 0.434 0.988 0.010
C 1.703 1.036 0.311
N 2.330 2.098 0.787
N 2.452 -0.122 0.111
C 1.960 -1.381 -0.005
N 0.732 -1.659 -0.210
C -0.213 -0.858 -0.645
H -3.486 -1.520 -0.307
H -2.857 -0.519 -1.622
H -2.275 -2.191 -1.406
H -1.493 -1.393 0.844
H -2.785 0.818 0.752
H -0.896 2.490 0.775
H 3.322 2.095 0.985
H 1.863 2.987 0.910
H 3.449 -0.040 0.281
H 2.658 -2.199 0.139
H -0.252 -0.625 -1.710
*
```

Q: Which of them is the most stable? A: B.